Entry from the OMol25 dataset: a gas-phase ion, C3H10N3 (charge +1) (ωB97M-V with the def2-TZVPD basis set).

Geometry as XYZ:
```
16
Properties=species:S:1:pos:R:3:forces:R:3:nbo_charge:R:1
C 0.26347 0.50435 -0.86167 -1.51 -1.52 4.31 0.690
C -0.21968 0.27615 1.67127 -0.17 0.13 0.41 -0.405
C -0.43160 -1.64346 0.13460 -0.08 -0.15 -0.16 -0.435
N 0.25492 -0.09190 -2.04032 -0.03 -0.14 -0.04 -0.758
N 0.62846 1.77284 -0.72737 0.04 -0.02 -0.10 -0.757
N -0.17728 -0.22471 0.32238 1.52 1.50 -4.43 -0.391
H -1.25003 0.22224 2.03711 0.15 0.11 0.02 0.228
H 0.12071 1.30138 1.76151 0.01 0.07 0.00 0.204
H 0.40886 -0.34691 2.31089 0.03 0.12 -0.02 0.225
H 0.41005 -2.13409 -0.36033 -0.01 -0.04 0.07 0.214
H -1.34501 -1.80878 -0.44137 -0.03 -0.07 0.05 0.213
H -0.55662 -2.10981 1.10695 -0.03 0.02 0.00 0.246
H 0.49729 0.43084 -2.86657 0.00 -0.12 -0.03 0.430
H -0.12132 -1.02132 -2.15291 0.10 0.17 -0.01 0.439
H 0.89091 2.33576 -1.51975 -0.01 -0.03 0.02 0.428
H 0.62881 2.21251 0.17686 0.04 -0.01 -0.10 0.430
```
Forces are in eV/Å.

Values from the calculation:
Charge   +1
SMILES string   C[N+](C)=C(N)N
LUMO level   -0.112 Ha


Entry from the OMol25 dataset: a gas-phase ion, C3H10N3O2 (charge +1) (ωB97M-V with the def2-TZVPD basis set).

Geometry as XYZ:
```
18
Properties=species:S:1:pos:R:3:forces:R:3:nbo_charge:R:1
C -0.97075 -1.57992 0.16698 1.04 1.39 1.89 0.892
C 0.72757 2.04880 -1.28879 1.96 0.12 -0.82 -0.455
C 0.16148 0.50919 0.72679 -1.17 0.24 1.40 0.390
N -1.61168 -2.52271 0.82340 -0.36 -0.14 -0.29 -0.783
N 1.44757 0.06208 0.91752 1.50 -0.07 3.29 -0.851
N -0.04397 0.87042 -0.71346 -1.13 1.46 0.00 -0.579
O -0.44818 -1.60243 -0.93428 -0.31 -0.45 -0.14 -0.665
O -0.83110 -0.51425 1.05449 -0.23 1.04 -1.14 -0.548
H 1.83768 2.19004 -1.07363 -1.46 -1.16 0.57 0.267
H 0.74106 1.73589 -2.32935 -0.20 0.92 -0.36 0.235
H 0.34196 3.07300 -1.11020 -0.63 -1.08 -0.04 0.252
H -0.06178 1.40021 1.49161 0.25 -1.86 -2.05 0.236
H -1.56566 -3.39774 0.37391 -0.60 -1.26 -0.17 0.424
H -2.08023 -2.35413 1.70783 0.37 -0.18 -0.38 0.440
H 1.83359 -0.66948 0.39274 0.04 -1.00 -1.90 0.394
H 1.57007 -0.36097 1.88376 -0.33 1.45 -1.17 0.408
H 0.00658 -0.06406 -1.29781 0.07 1.18 1.24 0.500
H -1.05422 1.17606 -0.79150 1.20 -0.61 0.06 0.445
```
Forces are in eV/Å.

Values from the calculation:
Charge   +1
SMILES string   C[NH2+][C@H](N)OC(N)=O
LUMO level   -0.111 Ha


Entry from the OMol25 dataset: 2 unconnected molecules or ions with the total composition C3H10N3O2 (ωB97M-V with the def2-TZVPD basis set).

Geometry as XYZ:
```
18
Properties=species:S:1:pos:R:3:forces:R:3:nbo_charge:R:1
O 1.84848 -1.12026 0.83647 0.20 0.05 -0.36 -0.499
C 0.80244 -1.31550 1.38314 -0.19 0.17 0.51 0.430
C -0.42871 -1.74742 0.63907 -0.17 -0.06 -0.26 -0.351
N -0.16112 -1.64507 -0.82795 0.66 0.57 0.21 -0.699
H 0.65531 -1.19379 2.46681 0.13 -0.03 0.04 0.162
H -0.63328 -2.78716 0.89955 -0.13 0.01 -0.04 0.256
H -1.27209 -1.11666 0.90615 -0.11 0.02 -0.03 0.284
H -0.72281 -2.28326 -1.36821 -0.29 -0.23 -0.29 0.442
H -0.26848 -0.66045 -1.18463 -0.06 -0.17 0.26 0.476
H 0.83890 -1.85511 -0.96700 -0.10 -0.05 -0.02 0.453
N 0.42863 2.65404 0.42976 -0.23 -0.61 0.10 -0.814
C -0.47132 1.75668 -0.07386 0.14 0.03 -0.03 0.777
N -0.22740 1.32241 -1.40706 -0.24 0.31 -0.09 -0.905
O -1.43301 1.32023 0.51806 -0.05 -0.05 0.15 -0.635
H 0.34179 2.80177 1.42389 -0.03 0.08 0.04 0.415
H 1.37616 2.55396 0.11370 0.25 0.29 -0.16 0.397
H 0.44663 1.90664 -1.89254 0.02 -0.13 -0.04 0.399
H -1.12013 1.40892 -1.89534 0.19 -0.20 -0.01 0.413
```
Forces are in eV/Å.

Values from the calculation:
Charge   +1
LUMO level   -0.123 Ha


Values of energy relative to the best compared isomer or geometry (same formula, charge and spin), in order: 14.7, 54.1, 33.2, all in kcal/mol.
Values of E_HOMO, in order: -13.9, -14.6, -14.2, all in eV.
Values of energy, in order: -284.35248, -434.81386, -434.84725, all in hartree.